{"formula": "C5H5EuO", "method": "ωB97M-V/def2-TZVPD", "symbols": ["C", "C", "H", "H", "H", "H", "C", "C", "H", "C", "O", "Eu"], "coordinates": [[-0.748, 1.576, 0.528], [-1.350, 1.010, -0.657], [-1.385, 1.941, 1.333], [0.251, 2.005, 0.464], [-0.797, 1.020, -1.595], [-2.436, 0.953, -0.734], [-0.773, -0.071, 0.447], [0.392, -0.754, 0.180], [-1.548, -0.535, 1.058], [1.410, -1.441, -0.091], [2.393, -2.137, -0.201], [4.590, -3.568, -0.733]], "spin_multiplicity": 9, "e_homo_ev": [-14.8, -15.4], "charge": 2, "s2": 20.0158, "orbital_gap_ev": [5.03, 5.82], "relative_energy_kcal_mol": 0.0, "e_lumo_ev": [-9.80, -9.57]}


{"formula": "ClH3NO2P", "method": "ωB97M-V/def2-TZVPD", "symbols": ["N", "O", "P", "O", "H", "H", "Cl", "H"], "coordinates": [[-1.678, 0.794, -0.079], [-1.898, -0.569, 0.200], [-0.727, -1.678, 0.014], [0.516, -0.944, -0.249], [-1.950, 1.321, 0.746], [-0.674, 0.908, -0.250], [3.771, 0.319, 0.001], [2.641, -0.149, -0.384]], "smiles": "NOP=O.Cl", "e_homo_ev": -10.4, "orbital_gap_ev": 9.90, "relative_energy_kcal_mol": 53.5, "e_lumo_ev": -0.45}


{"formula": "C4H14IO4", "method": "ωB97M-V/def2-TZVPD", "symbols": ["I", "C", "O", "H", "H", "H", "H", "C", "O", "H", "H", "H", "H", "C", "C", "O", "O", "H", "H", "H", "H", "H", "H"], "coordinates": [[23.291, 3.097, -5.086], [21.508, -3.474, -3.812], [21.309, -2.126, -3.305], [21.269, -4.218, -3.052], [20.954, -3.675, -4.729], [22.533, -3.717, -4.088], [21.742, -1.476, -3.864], [28.480, 5.237, -2.501], [27.185, 5.424, -2.042], [28.859, 4.215, -2.483], [28.526, 5.739, -3.467], [29.114, 5.879, -1.890], [26.552, 4.995, -2.621], [26.947, -1.359, -1.363], [25.942, -1.900, -0.302], [24.791, -1.132, -0.277], [26.320, -1.393, -2.666], [27.844, -1.973, -1.453], [27.158, -0.309, -1.160], [26.446, -1.777, 0.656], [25.737, -2.970, -0.271], [24.389, -1.366, -1.117], [25.870, -0.547, -2.726]], "e_homo_ev": -3.5, "charge": -1, "orbital_gap_ev": 6.33, "relative_energy_kcal_mol": 37.9, "e_lumo_ev": 2.79}